{
  "formula": "C37H58AsCl2CsN8O4PS2Si2",
  "method": "ωB97M-V/def2-TZVPD",
  "charge": -1,
  "energy_ev": -192575.1692,
  "de_lowest_ev": 0.180,
  "spin_multiplicity": 1,
  "homo_energy_ev": -4.27,
  "e_lumo_ev": 1.855,
  "homo_lumo_gap_ev": 6.126,
  "species": ["Cs", "O", "C", "O", "C", "C", "N", "N", "C", "C", "O", "O", "H", "H", "H", "N", "P", "C", "C", "C", "C", "C", "C", "C", "C", "C", "C", "C", "C", "C", "C", "C", "C", "C", "N", "H", "H", "H", "H", "H", "H", "H", "H", "H", "H", "H", "H", "H", "H", "H", "C", "N", "C", "S", "N", "C", "H", "H", "H", "H", "H", "H", "H", "H", "Cl", "C", "Cl", "H", "H", "C", "N", "C", "C", "S", "N", "C", "C", "H", "H", "H", "H", "H", "H", "H", "H", "H", "H", "H", "H", "C", "Si", "C", "C", "As", "Si", "C", "C", "C", "H", "H", "H", "H", "H", "H", "H", "H", "H", "H", "H", "H", "H", "H", "H", "H", "H", "H"],
  "xyz": [[-0.20201, 0.08377, -0.01557], [0.13546, 4.63631, 3.95417], [-1.07465, 4.14985, 4.14059], [-1.94210, 4.76623, 4.72466], [-1.34285, 2.79685, 3.59016], [-2.56820, 2.17139, 3.73471], [-2.48153, 0.98968, 3.11072], [-1.27519, 0.78200, 2.58044], [-0.56455, 1.87148, 2.85363], [0.88240, 1.94776, 2.39921], [1.52186, 2.97782, 2.71501], [1.30754, 0.97993, 1.72787], [0.70506, 3.97390, 3.42954], [-3.46737, 2.49749, 4.23155], [-3.15897, 0.22744, 3.03505], [-2.43695, 2.18881, -3.07573], [-2.37127, 0.48088, -2.78456], [-1.71086, -0.16455, -4.35338], [-1.52693, 0.60632, -5.49754], [-0.98175, 0.03914, -6.64011], [-0.61699, -1.30007, -6.64797], [-0.78886, -2.07091, -5.50663], [-1.32616, -1.50305, -4.36068], [-4.14974, 0.13321, -2.94872], [-4.84610, -0.14930, -1.77313], [-6.21173, -0.39835, -1.80845], [-6.88630, -0.37820, -3.01967], [-6.19929, -0.11040, -4.19738], [-4.83738, 0.14454, -4.16226], [-1.30436, 2.94993, -2.86579], [-1.36153, 4.34910, -2.78374], [-0.17532, 5.03342, -2.62804], [1.02724, 4.33176, -2.56457], [0.97560, 2.95326, -2.64696], [-0.16210, 2.27005, -2.79175], [-3.32557, 2.63846, -2.94561], [-1.80014, 1.65454, -5.48024], [-0.83330, 0.64657, -7.52484], [-0.18502, -1.74034, -7.53908], [-0.49322, -3.11349, -5.48774], [-1.41286, -2.12181, -3.47262], [-4.32020, -0.19306, -0.82406], [-6.74241, -0.61870, -0.89030], [-7.95018, -0.58132, -3.04934], [-6.72489, -0.10715, -5.14480], [-4.29421, 0.33928, -5.07859], [-2.30908, 4.87060, -2.83650], [-0.18263, 6.11429, -2.55153], [1.97480, 4.83571, -2.43582], [1.87540, 2.35232, -2.57850], [-0.68480, -5.16046, 1.79052], [-0.15422, -4.95270, 0.45862], [-0.84948, -4.44208, -0.57718], [-0.12606, -4.35936, -2.10741], [-2.08895, -4.01641, -0.31511], [-2.92536, -3.36503, -1.29902], [0.10139, -5.58364, 2.41241], [-1.53476, -5.85016, 1.77204], [-1.02032, -4.22272, 2.23839], [0.77936, -5.23550, 0.23764], [-2.33291, -3.76025, 0.64371], [-2.84147, -3.87442, -2.25579], [-2.64218, -2.31507, -1.43440], [-3.95579, -3.39236, -0.94438], [1.52788, -2.18824, 1.28012], [2.38008, -1.43013, 2.64044], [3.72935, -2.44734, 3.18079], [1.67422, -1.32752, 3.45317], [2.75286, -0.47649, 2.30416], [3.02254, -2.70847, -3.07352], [3.62662, -2.47510, -1.76757], [3.56604, -3.63113, -0.88113], [3.89168, -1.21505, -1.33406], [3.34161, 0.14093, -2.15503], [4.61792, -1.09329, -0.16766], [5.84785, -1.86074, 0.00059], [4.68732, 0.21524, 0.46961], [3.31651, -3.70591, -3.40848], [3.36433, -1.95898, -3.77642], [1.93205, -2.66552, -3.01162], [2.58246, -4.09267, -0.99959], [3.68681, -3.32141, 0.15205], [4.33400, -4.36805, -1.13632], [5.92624, -2.63549, -0.75147], [5.88756, -2.31824, 0.99122], [6.70989, -1.19428, -0.11164], [3.69553, 0.64422, 0.58131], [5.29636, 0.91392, -0.11161], [5.13837, 0.07914, 1.45557], [-4.74528, -5.45400, 2.23187], [-5.21302, -3.62346, 2.40309], [-6.33350, -3.24334, 0.91586], [-6.26302, -3.46034, 3.96891], [-3.38785, -2.19823, 2.30430], [-2.51047, -2.63098, 4.43095], [-2.60630, -4.41892, 5.04786], [-0.67854, -2.18054, 4.41269], [-3.34891, -1.57777, 5.76098], [-5.64991, -6.07347, 2.25564], [-4.07480, -5.79700, 3.02309], [-4.24644, -5.62586, 1.27317], [-7.35904, -3.03200, 1.23377], [-6.37036, -4.09556, 0.23044], [-5.97149, -2.37861, 0.35702], [-7.14306, -4.10923, 3.88972], [-6.60209, -2.42902, 4.09081], [-5.71594, -3.74171, 4.87116], [-2.01570, -5.09191, 4.42040], [-3.62308, -4.81437, 5.09505], [-2.18768, -4.45259, 6.06065], [-0.10288, -2.96210, 3.90788], [-0.29144, -2.07464, 5.43227], [-0.52860, -1.24284, 3.87307], [-4.42814, -1.74609, 5.76909], [-3.17673, -0.51396, 5.57827], [-2.94968, -1.81806, 6.75275]],
  "atomic_forces_ev_per_a": [[-1.116, -0.645, -2.058], [-0.352, 0.184, 0.144], [0.112, 0.234, 0.032], [-0.003, -0.072, -0.001], [-0.358, -0.049, 0.087], [0.005, 0.022, -0.040], [0.164, 0.024, 0.075], [0.026, 0.135, 0.198], [0.181, -0.034, 0.115], [-0.058, 0.236, 0.173], [0.017, -0.270, -0.167], [0.974, 0.820, 1.246], [0.282, -0.039, 0.007], [0.073, 0.040, -0.012], [-0.085, -0.051, -0.076], [-0.030, -0.111, 0.030], [0.197, -0.191, 0.046], [-0.009, 0.019, -0.106], [-0.008, -0.042, 0.066], [-0.014, 0.042, -0.024], [0.026, -0.077, -0.018], [-0.011, -0.009, 0.016], [0.049, -0.058, -0.050], [-0.209, 0.067, 0.035], [-0.041, -0.018, -0.037], [-0.035, 0.001, 0.026], [-0.047, -0.014, 0.002], [0.016, 0.006, -0.030], [0.006, -0.005, 0.047], [0.075, 0.178, -0.072], [0.093, -0.019, 0.020], [0.035, -0.002, -0.003], [-0.021, -0.027, 0.011], [-0.015, 0.060, 0.065], [-0.158, -0.035, 0.038], [-0.116, 0.124, -0.075], [0.009, 0.007, -0.021], [-0.001, -0.004, 0.008], [-0.011, 0.021, 0.016], [0.004, 0.032, -0.031], [-0.017, 0.067, 0.016], [0.025, 0.012, -0.012], [0.009, 0.010, -0.042], [0.022, 0.002, 0.005], [0.004, 0.000, 0.020], [-0.006, 0.003, -0.034], [0.001, -0.041, 0.000], [-0.002, -0.028, 0.001], [-0.031, 0.001, -0.003], [-0.010, 0.043, -0.008], [-0.015, -0.006, -0.008], [-0.239, 0.039, -0.018], [0.068, 0.071, -0.011], [0.016, -0.039, -0.035], [0.057, -0.042, -0.128], [-0.013, 0.093, -0.024], [-0.001, 0.012, -0.001], [0.015, 0.025, 0.008], [0.004, -0.003, 0.001], [0.128, -0.081, -0.020], [-0.060, -0.021, 0.255], [-0.031, -0.020, 0.001], [0.003, -0.033, -0.022], [0.024, -0.007, -0.006], [0.187, -0.463, 0.377], [0.002, -0.131, -0.076], [0.093, -0.062, 0.050], [-0.007, 0.004, 0.045], [0.049, 0.063, 0.026], [-0.012, 0.043, 0.128], [0.201, 0.228, 0.121], [0.136, 0.052, 0.021], [-0.135, -0.154, 0.082], [-0.109, -0.039, -0.065], [-0.015, -0.075, -0.215], [-0.094, 0.016, 0.059], [0.026, -0.061, 0.031], [-0.023, 0.042, 0.021], [0.052, 0.049, -0.076], [0.053, 0.013, -0.015], [0.030, -0.009, -0.006], [0.055, -0.034, -0.033], [-0.001, 0.004, -0.015], [-0.028, -0.109, -0.089], [0.001, 0.001, -0.002], [-0.012, -0.005, -0.001], [-0.047, 0.021, 0.018], [0.028, 0.000, 0.007], [-0.048, -0.011, -0.028], [-0.130, 0.016, 0.003], [0.317, 0.163, 0.066], [-0.067, -0.054, 0.019], [-0.082, -0.100, -0.122], [0.009, -0.095, 0.218], [-0.287, 0.078, -0.359], [0.080, 0.010, 0.085], [0.001, -0.048, 0.121], [0.117, -0.070, 0.015], [0.055, -0.025, -0.004], [-0.038, 0.054, -0.017], [-0.010, 0.024, 0.016], [0.024, -0.001, -0.007], [-0.007, 0.032, -0.002], [0.020, -0.031, 0.037], [0.004, 0.039, 0.062], [0.001, -0.019, -0.012], [0.019, 0.003, -0.032], [-0.022, 0.023, -0.003], [0.018, 0.071, -0.006], [-0.010, -0.050, -0.032], [0.011, 0.036, 0.005], [0.018, 0.009, -0.049], [-0.012, 0.004, 0.027], [0.027, -0.005, -0.002], [-0.003, -0.016, 0.001], [-0.037, 0.034, -0.007]]
}